1.
{"formula": "C4H7NO2", "method": "ωB97M-V/def2-TZVPD", "elements": ["C", "N", "O", "H", "C", "C", "C", "O", "H", "H", "H", "H", "H", "H"], "coordinates": [[2.57239, -0.25021, -0.16572], [2.14187, 0.30789, 0.76683], [1.31757, 0.65143, 1.56711], [3.22337, -0.39789, -0.97525], [-1.64823, 0.57809, 0.74910], [-0.60682, 0.53870, -0.33674], [-0.26103, -0.91787, -0.84712], [-0.19465, 1.50315, -0.91741], [-1.24705, 0.08942, 1.63315], [-1.86508, 1.60949, 1.01225], [-2.55676, 0.06176, 0.44795], [0.33342, -0.92155, -1.76106], [0.04028, -1.57168, -0.02954], [-1.24926, -1.28073, -1.14353]], "forces_ev_per_angstrom": [[0.4, 0.9, 1.2], [-1.1, -1.4, -1.6], [0.5, 0.6, 1.0], [0.5, -0.1, -0.4], [0.4, 0.4, 0.3], [-0.1, -1.7, -1.0], [-1.3, 1.2, 0.4], [0.2, 0.4, 0.0], [0.0, -0.2, 0.1], [-0.1, 0.1, -0.1], [0.0, 0.0, -0.1], [0.3, 0.1, 0.5], [0.4, 0.0, -0.2], [-0.1, -0.2, -0.1]], "mulliken_charge": [-0.1904, 0.4108, -0.5744, 0.3684, -1.2380, 0.9391, -1.2590, -0.5449, 0.3095, 0.3107, 0.3749, 0.2949, 0.3418, 0.4565], "energy_ev": -9842.986, "smiles": "C#[N+][O-].CC(C)=O", "e_above_lowest_ev": 4.293, "lumo_ha": 0.0284, "gap_ha": 0.37449, "homo_energy_ev": -9.42}

2.
{"formula": "C33H41BBrN7O2S5Sc", "method": "ωB97M-V/def2-TZVPD", "elements": ["Sc", "C", "C", "C", "C", "N", "C", "C", "N", "B", "N", "C", "C", "N", "C", "S", "C", "C", "C", "C", "N", "C", "C", "N", "C", "S", "C", "C", "C", "C", "C", "S", "H", "H", "H", "H", "H", "H", "H", "H", "H", "H", "H", "H", "H", "H", "H", "H", "H", "H", "H", "H", "H", "H", "H", "H", "H", "H", "H", "H", "H", "H", "H", "H", "H", "H", "S", "C", "C", "C", "C", "C", "C", "S", "H", "H", "H", "H", "Br", "C", "C", "C", "C", "C", "N", "C", "O", "O", "H", "H", "H"], "coordinates": [[0.63162, 0.33007, -0.63864], [2.90840, 3.85687, 3.71672], [2.63054, 2.47828, 3.11837], [2.89459, 2.55002, 1.60972], [3.54022, 1.45647, 3.79842], [1.20057, 2.12310, 3.38319], [0.32607, 2.89932, 4.13283], [-0.85815, 2.26718, 4.14259], [-0.72921, 1.10506, 3.41169], [-1.97654, 0.24241, 3.11368], [-1.64333, -1.25758, 2.88850], [-1.40247, -2.05630, 3.98917], [-1.26637, -3.32214, 3.57094], [-1.40748, -3.31870, 2.18502], [-1.65606, -2.03042, 1.76989], [-1.82276, -1.48907, 0.16364], [-1.52801, -4.55776, 1.36241], [-1.28074, -5.77635, 2.25057], [-2.94964, -4.63208, 0.80202], [-0.49005, -4.58946, 0.23789], [-2.82427, 0.82004, 1.95507], [-4.15174, 0.46021, 1.86296], [-4.66012, 1.01773, 0.75550], [-3.63968, 1.74597, 0.15618], [-2.50747, 1.62232, 0.91149], [-0.98252, 2.34215, 0.57378], [-3.78954, 2.49211, -1.13372], [-2.85231, 1.91100, -2.19352], [-3.52542, 3.98179, -0.90524], [-5.22763, 2.33333, -1.62622], [0.54283, 1.00447, 2.96484], [1.19091, -0.28075, 2.03420], [3.94911, 4.10605, 3.51265], [2.76587, 3.87352, 4.80081], [2.28201, 4.62360, 3.25506], [3.84215, 3.06678, 1.43605], [2.10290, 3.10640, 1.10079], [2.95944, 1.56445, 1.15586], [4.58347, 1.71063, 3.59410], [3.34532, 0.45786, 3.41158], [3.38248, 1.46200, 4.88135], [0.58983, 3.85186, 4.55100], [-1.80066, 2.56099, 4.57542], [-2.67521, 0.29518, 4.10634], [-1.32399, -1.64089, 4.98053], [-1.03066, -4.20192, 4.13839], [-2.04189, -5.88286, 3.02714], [-0.29214, -5.73490, 2.71386], [-1.31635, -6.66437, 1.61874], [-3.67847, -4.60478, 1.61735], [-3.07964, -5.56436, 0.24703], [-3.13675, -3.79333, 0.13159], [0.51602, -4.65540, 0.65826], [-0.56046, -3.70108, -0.38429], [-0.66990, -5.47112, -0.38223], [-4.60736, -0.20398, 2.57894], [-5.64738, 0.93482, 0.34395], [-1.81204, 2.13320, -1.97613], [-3.09871, 2.34724, -3.16592], [-2.96054, 0.82724, -2.25796], [-2.49581, 4.15129, -0.59735], [-4.19847, 4.37312, -0.13658], [-3.70633, 4.52329, -1.83718], [-5.46479, 1.29143, -1.85423], [-5.32925, 2.90745, -2.54690], [-5.95171, 2.72256, -0.90584], [3.19916, 0.00666, -1.03343], [3.85391, 1.58608, -1.43085], [5.24298, 1.76519, -1.43765], [5.81760, 2.98775, -1.74864], [4.99843, 4.06702, -2.06503], [3.62179, 3.90378, -2.06180], [3.02546, 2.67487, -1.74693], [1.27342, 2.55720, -1.74815], [5.86809, 0.91373, -1.18958], [6.89694, 3.09851, -1.74127], [5.42964, 5.03175, -2.30959], [2.96939, 4.73568, -2.30504], [2.59849, -3.08250, 0.85868], [2.00581, -3.05707, -0.93679], [2.48987, -4.04840, -1.77447], [2.01389, -4.09203, -3.07085], [1.06524, -3.16660, -3.46254], [0.66438, -2.20623, -2.55549], [1.13569, -2.12985, -1.30030], [-0.35931, -1.17136, -2.98366], [-0.99876, -1.37070, -3.99747], [-0.44410, -0.15647, -2.19318], [3.21695, -4.75682, -1.40630], [2.37199, -4.84620, -3.76115], [0.62460, -3.15050, -4.44863]], "forces_ev_per_angstrom": [[0.8, 0.5, 1.0], [-0.1, 0.0, 0.0], [0.1, 0.0, -0.1], [-0.1, 0.1, 0.1], [0.0, 0.0, 0.0], [0.1, -0.1, 0.2], [0.1, 0.1, -0.2], [-0.1, -0.1, -0.1], [0.1, -0.2, 0.2], [0.1, 0.0, -0.1], [-0.3, -0.1, 0.0], [0.0, 0.2, -0.1], [0.2, -0.1, -0.2], [-0.2, 0.0, 0.1], [0.4, 0.0, 0.3], [0.0, 0.1, 0.1], [0.0, 0.0, -0.1], [0.0, 0.0, 0.1], [0.0, 0.0, 0.0], [-0.1, 0.0, 0.1], [0.0, 0.3, 0.1], [0.2, -0.1, 0.1], [0.1, 0.1, -0.2], [0.0, 0.1, 0.0], [-0.3, -0.4, 0.0], [0.0, -0.3, -0.3], [0.0, 0.0, 0.0], [0.0, 0.0, 0.0], [0.0, 0.0, 0.1], [0.0, 0.0, 0.0], [-0.2, 0.5, -0.2], [0.0, 0.0, 0.0], [0.0, 0.0, 0.0], [0.0, 0.0, 0.0], [0.0, 0.0, 0.0], [0.0, 0.0, 0.0], [0.0, 0.0, 0.0], [0.0, 0.0, 0.0], [-0.1, 0.0, 0.0], [0.0, 0.0, 0.0], [0.0, 0.0, 0.0], [0.1, -0.1, 0.0], [0.1, -0.1, 0.0], [0.0, 0.0, 0.0], [0.0, 0.0, -0.1], [-0.1, 0.0, -0.1], [0.0, 0.0, 0.0], [0.0, 0.0, 0.0], [0.0, 0.0, 0.0], [0.0, 0.0, 0.0], [0.0, 0.0, 0.0], [0.0, -0.1, 0.0], [-0.2, -0.1, 0.0], [-0.1, -0.1, 0.1], [0.0, 0.0, 0.0], [0.0, 0.1, 0.0], [0.1, 0.0, 0.0], [0.0, 0.0, 0.0], [0.0, 0.0, 0.1], [0.0, 0.0, 0.0], [0.0, 0.0, 0.0], [0.0, 0.0, 0.0], [0.0, 0.0, 0.0], [0.0, 0.0, 0.0], [0.0, 0.0, 0.0], [0.0, 0.0, 0.0], [-0.5, 0.1, -0.1], [0.1, 0.0, 0.0], [0.0, 0.0, 0.0], [0.0, 0.0, 0.0], [-0.1, 0.0, 0.0], [0.0, -0.1, 0.0], [0.0, 0.1, 0.0], [0.0, -0.2, 0.3], [0.0, 0.0, 0.0], [0.0, 0.0, 0.0], [0.0, 0.0, 0.0], [0.0, 0.0, 0.0], [0.2, 0.2, 0.0], [0.0, 0.1, 0.0], [0.0, -0.1, 0.0], [0.0, -0.1, 0.0], [0.0, 0.0, -0.1], [0.0, 0.0, 0.1], [0.2, 0.0, -0.2], [-0.1, 0.0, 0.0], [-0.1, 0.1, 0.0], [-0.4, -0.4, -0.8], [0.0, 0.0, 0.0], [0.0, 0.0, 0.0], [0.0, 0.0, 0.0]], "mulliken_charge": [0.5713, -2.2962, 1.5299, -1.3989, -1.7276, 0.5473, -0.1471, -1.3638, -0.1799, 1.6005, 0.3167, -1.3078, -0.3822, 0.6184, -0.2338, -0.0939, 1.4591, -2.3339, -1.6936, -1.2773, -0.0921, -1.4360, -0.0722, 0.5685, -0.0057, -0.2099, 1.4990, -1.1987, -1.6634, -2.3333, -0.4582, 0.0112, 0.4502, 0.5298, 0.4634, 0.5184, 0.3115, -0.0070, 0.4377, 0.2721, 0.4257, 0.4949, 0.5518, -0.2915, 0.5779, 0.5246, 0.5172, 0.4575, 0.4450, 0.3914, 0.4797, 0.2861, 0.3043, 0.0501, 0.4707, 0.5448, 0.5161, -0.0335, 0.5535, 0.3391, 0.2889, 0.3913, 0.4491, 0.4549, 0.4686, 0.5017, -0.5619, 0.1976, -0.7607, -0.5820, -0.5884, -0.6689, 0.6201, -0.4897, 0.3922, 0.3426, 0.3414, 0.4167, -0.0317, -0.2398, -0.6823, -0.5924, -0.8165, 0.8024, 0.8738, 0.1718, -0.7559, 0.1504, 0.5052, 0.4239, 0.5799], "energy_ev": -195020.809, "e_above_lowest_ev": 0.284, "lumo_ha": 0.0849, "gap_ha": 0.22766, "total_charge": -1, "homo_energy_ev": -3.89}